The following is a DFT calculation (ωB97M-V/def2-TZVPD) of 2 unconnected molecules or ions with the total composition C9H13NO at a distorted geometry.

Geometry as XYZ:
```
24
C9H13NO, DFT ωB97M-V/def2-TZVPD
H -1.704 1.371 3.417
C -0.639 -1.100 -2.989
C 0.566 0.405 -0.047
H -0.611 2.658 3.711
C 1.086 0.898 2.627
C 1.677 -0.160 0.565
C -0.074 1.441 2.054
H 2.962 -0.110 2.251
C -1.112 2.123 2.899
H 1.150 -0.841 -3.901
H -1.143 1.671 0.254
H 1.092 -2.299 -2.983
H -1.222 -3.096 -2.617
H -1.753 2.782 2.321
C 1.998 0.207 1.865
H -1.390 -2.152 -1.197
C -1.497 -2.108 -2.284
O -1.085 -0.054 -3.425
H 2.276 -0.839 -0.023
H 1.239 1.197 3.653
H 0.329 0.095 -1.053
C -0.236 1.259 0.683
H -2.542 -1.882 -2.473
N 0.637 -1.466 -3.308
```

- Energy above the lowest of the compared OMol25 structures with the same formula, charge and spin: 6.1 kcal per mole
- Kohn-Sham gap: 9.673 eV
- E_LUMO: 0.76 eV
- HOMO: -0.328 Eh
- Calculated total energy: -13081.8057 eV

Löwdin atomic charge list, values in e, 2 entries: number 1, H, carries 0.082; number 2, C, carries -0.624